Entry 1:
C26H58O11P2 | ωB97M-V/def2-TZVPD

The geometry in XYZ format:
```
97
Properties=species:S:1:pos:R:3:lowdin_charge:R:1
C 3.01650 5.02294 1.64520 0.053
C 2.21427 4.13051 1.53616 -0.383
P 1.24478 2.64094 1.59525 0.922
C 0.33531 2.54650 -0.01053 -0.253
C -1.01602 1.87210 0.13362 -0.509
O -1.93407 2.16550 -0.56996 0.133
O -1.16189 0.86109 1.07568 0.046
C -1.62133 1.23807 2.33957 -0.518
C -2.76551 2.22083 2.41360 0.033
O -1.11879 0.75535 3.30391 0.132
P 2.67446 1.01471 1.45624 0.297
O 1.98837 -0.09191 0.77928 -0.305
O 3.11083 0.67504 2.96189 -0.152
O 3.96690 1.47832 0.60064 -0.157
H 3.75212 5.77278 1.82272 0.035
H 0.90814 2.02226 -0.77883 0.101
H 0.12222 3.54597 -0.38530 0.099
H -2.41998 3.20538 2.09011 0.095
H -3.56692 1.91395 1.74239 0.087
H -3.07778 2.27174 3.44941 0.093
H 3.77684 -0.02987 2.96030 0.087
H 4.26814 2.34705 0.91023 0.060
C 3.89156 10.22559 -1.97385 -0.080
C 4.47531 8.85013 -1.70224 -0.284
O 3.62050 7.99549 -0.96395 -0.171
C 2.36952 7.70117 -1.56084 -0.283
C 2.47835 7.00082 -2.90454 -0.078
H 3.60105 10.70841 -1.03971 0.081
H 4.62795 10.85294 -2.47685 0.077
H 3.00725 10.17629 -2.61071 0.066
H 5.37529 8.95341 -1.09531 0.117
H 4.78309 8.36828 -2.63701 0.107
H 1.76162 8.60894 -1.64401 0.108
H 1.85552 7.04531 -0.85701 0.108
H 2.95551 7.63149 -3.65602 0.066
H 1.48595 6.73955 -3.27304 0.078
H 3.07059 6.08926 -2.81211 0.081
C -0.80728 -0.83700 -2.77267 -0.060
C -1.83953 0.13717 -3.31213 -0.279
O -1.39717 0.90054 -4.42095 -0.153
C -1.02834 0.16346 -5.57095 -0.284
C -2.15254 -0.67496 -6.15582 -0.079
H 0.11696 -0.31798 -2.51091 0.082
H -1.19225 -1.33558 -1.88150 0.063
H -0.55399 -1.60825 -3.50272 0.065
H -2.08458 0.85160 -2.52875 0.090
H -2.77279 -0.38261 -3.55835 0.105
H -0.15080 -0.45974 -5.36286 0.107
H -0.71418 0.90745 -6.30384 0.117
H -2.47543 -1.45929 -5.46951 0.063
H -1.82164 -1.15599 -7.07689 0.076
H -3.01879 -0.04990 -6.37709 0.081
C 2.17292 -4.19886 5.01014 -0.077
C 3.48970 -4.01294 4.27755 -0.280
O 4.19027 -2.83571 4.64194 -0.171
C 4.56589 -2.72664 6.00285 -0.285
C 5.49385 -3.83153 6.47812 -0.080
H 1.53255 -3.32676 4.87066 0.083
H 1.65333 -5.07823 4.62868 0.077
H 2.31703 -4.33751 6.08286 0.066
H 3.29682 -3.91551 3.20900 0.118
H 4.13169 -4.89240 4.40045 0.107
H 3.67804 -2.66495 6.64173 0.108
H 5.07656 -1.76667 6.08720 0.116
H 5.01223 -4.80978 6.44648 0.066
H 5.80039 -3.64606 7.50797 0.076
H 6.38416 -3.87903 5.84952 0.081
C -1.10695 -4.48911 -0.40503 -0.074
C -0.49121 -5.18095 -1.60956 -0.277
O -0.92768 -6.51619 -1.78830 -0.158
C -2.31788 -6.68888 -1.98847 -0.283
C -2.85995 -5.97784 -3.21722 -0.079
H -0.92157 -5.06536 0.50267 0.083
H -0.68053 -3.49301 -0.27860 0.073
H -2.18828 -4.37646 -0.50957 0.051
H 0.58915 -5.23836 -1.47537 0.119
H -0.66072 -4.59809 -2.52232 0.103
H -2.87502 -6.38928 -1.09315 0.105
H -2.46322 -7.76384 -2.09935 0.118
H -2.76920 -4.89343 -3.13387 0.062
H -3.91648 -6.21249 -3.35087 0.076
H -2.31492 -6.28949 -4.10938 0.081
C -3.98777 -0.97703 -0.47528 -0.070
C -5.23910 -0.82882 0.36980 -0.276
O -6.06387 -1.97916 0.38696 -0.154
C -5.46458 -3.16101 0.88524 -0.280
C -4.98498 -3.05527 2.32289 -0.076
H -4.24756 -1.26197 -1.49674 0.084
H -3.43430 -0.03743 -0.50365 0.057
H -3.31876 -1.74386 -0.07898 0.065
H -5.86097 -0.03078 -0.03754 0.121
H -4.97951 -0.53062 1.39342 0.103
H -4.64644 -3.48206 0.22927 0.096
H -6.23684 -3.92781 0.81669 0.118
H -4.18255 -2.32401 2.43264 0.064
H -4.60307 -4.01853 2.66251 0.077
H -5.80397 -2.75149 2.97650 0.081
```

Results
Lowest unoccupied orbital energy: 0.28 eV
Highest occupied orbital energy: -9.30 eV
Charge: 0
Orbital gap: 9.6 eV

Entry 2:
C33H64N3O14 | ωB97M-V/def2-TZVPD

The geometry in XYZ format:
```
114
Properties=species:S:1:pos:R:3:lowdin_charge:R:1
C 0.58698 7.14511 0.29578 0.028
C -0.41202 6.11311 -0.31722 -0.325
O -1.44002 6.44711 -0.78922 0.191
N -0.17302 4.62711 0.12578 0.129
H 0.83798 4.48811 0.09478 0.106
H -0.58802 4.53211 0.97678 0.129
C -0.93802 3.61511 -0.68422 0.040
H 1.07798 7.90511 -0.30222 0.088
H 1.42898 6.56611 0.82978 0.095
H -0.00002 7.70211 1.09278 0.116
H -2.00202 3.87911 -0.64722 0.122
H -0.87602 2.64311 -0.36022 0.063
H -0.68902 3.60711 -1.67922 0.053
C 2.27598 0.40211 4.12878 0.008
C 0.88198 -0.05489 4.28378 -0.366
O 0.65398 -1.10889 4.85678 0.142
N -0.18902 0.79711 3.63178 0.095
H 0.23898 1.57611 3.41778 0.078
H -0.42202 0.21611 2.73678 0.121
C -1.58502 0.84111 4.16878 0.018
H 2.55498 0.83211 3.13878 0.090
H 2.83998 -0.53689 4.22378 0.104
H 2.83698 0.84111 5.02878 0.136
H -2.49302 0.95511 3.50178 0.121
H -1.64102 1.69411 4.72178 0.052
H -1.92202 -0.10089 4.73678 0.121
N 0.52098 -0.01889 0.50178 -0.487
O -0.26702 -0.55789 1.34178 -0.043
O 1.11098 1.02411 0.86078 -0.024
O 0.59498 -0.51689 -0.63622 0.001
C 3.87198 5.19411 -0.78422 -0.040
C 3.77898 3.80811 -0.27322 -0.506
C 4.63398 3.60211 0.90078 -0.053
O 2.42298 3.59211 0.06278 -0.095
H 3.98898 5.88311 0.02978 0.096
H 3.25898 5.37811 -1.54422 0.047
H 4.83798 5.25511 -1.13022 0.068
H 3.93498 3.13311 -1.16822 0.165
H 4.51498 4.01211 1.94278 0.111
H 5.66898 3.94211 0.54478 0.127
H 4.58398 2.62311 1.25978 0.046
H 2.39898 2.64011 0.23878 0.062
C 0.92798 3.75611 -4.87622 -0.064
C 0.63898 2.43111 -4.32322 -0.520
C 1.61898 2.02111 -3.25122 -0.067
O -0.69902 2.37811 -3.79222 0.030
H 2.00598 3.93611 -5.00022 0.072
H 0.74598 4.44911 -3.93222 0.108
H 0.35998 4.09011 -5.90022 0.145
H 0.84398 1.63711 -4.95322 0.113
H 1.42698 0.90011 -2.82722 0.123
H 1.59498 2.72611 -2.41422 0.052
H 2.61398 2.05211 -3.74322 0.086
H -1.00802 1.66511 -3.49422 -0.070
C -3.84302 -1.11689 -3.21922 0.007
C -2.44002 -1.34389 -2.45722 -0.464
C -1.63202 -2.37589 -3.03122 -0.074
O -1.71602 -0.13889 -2.27322 -0.030
H -4.58402 -0.47589 -2.77222 0.047
H -4.32302 -1.82889 -3.74522 0.014
H -3.64302 -0.58389 -4.26322 0.123
H -2.58202 -1.69489 -1.48722 0.090
H -2.12302 -3.37989 -2.98322 0.106
H -0.66502 -2.47489 -2.50522 0.075
H -1.66002 -2.47189 -4.08622 0.074
H -1.31702 -0.28689 -1.44622 0.016
C -2.97602 -3.31789 4.18578 -0.041
C -1.85502 -3.91789 3.31478 -0.472
C -0.79302 -4.56889 4.12278 -0.085
O -2.47102 -4.93189 2.50178 -0.044
H -2.87802 -2.27289 4.82578 0.131
H -3.49602 -3.84289 4.81978 0.013
H -3.76402 -3.04589 3.57778 0.015
H -1.25402 -3.02489 2.61978 0.183
H -1.31802 -5.27689 4.86278 0.116
H -0.28202 -3.96089 4.95478 0.103
H -0.09302 -5.13189 3.64078 0.034
H -1.76402 -5.01889 1.86878 0.022
C 5.35198 -0.78989 -0.67022 -0.018
C 3.89398 -0.71189 -1.31522 -0.404
C 3.92598 -0.74789 -2.85722 -0.040
O 3.00898 -1.70489 -0.71222 -0.042
H 5.29198 -0.76389 0.36278 0.040
H 5.78798 0.18711 -0.95122 0.079
H 5.94998 -1.56289 -1.09122 0.067
H 3.40098 0.09011 -0.80622 0.096
H 4.33398 -1.63489 -3.11022 0.029
H 4.50698 0.15311 -3.28622 0.105
H 2.86398 -0.59189 -3.32222 0.092
H 2.17298 -1.45989 -0.71922 -0.072
C 0.67898 -7.19089 0.13978 0.058
C -0.65202 -6.56689 0.00578 0.092
C -0.82902 -5.05089 -0.33822 -0.398
O -1.92602 -4.40889 -0.30122 0.031
C 0.32198 -4.39889 -0.85622 0.038
C 1.70798 -5.06289 -0.79422 0.116
C 1.84098 -6.47289 -0.37322 -0.421
O 2.95698 -6.98589 -0.25322 0.101
H 0.49698 -8.22589 0.28578 0.099
H -1.46702 -7.19289 0.20478 0.084
H 0.19498 -3.20189 -0.70422 0.146
H 2.61398 -4.46189 -0.99222 0.108
C -4.95302 -2.32489 1.12078 0.051
C -4.00102 -1.30689 0.93278 0.026
C -4.38002 0.16611 0.43778 -0.267
O -3.40102 1.06911 0.27578 -0.052
C -5.77902 0.36511 -0.03822 0.021
C -6.76202 -0.64489 0.26978 0.028
C -6.42702 -1.95389 0.77178 -0.380
O -7.35902 -2.75189 1.00278 0.083
H -4.71402 -3.40089 1.12578 0.122
H -2.89402 -1.44389 1.03578 0.098
H -6.13802 1.37111 -0.29522 0.113
H -7.91902 -0.56189 -0.06222 0.177
```

Results
Lowest unoccupied orbital energy: -3.90 eV
Highest occupied orbital energy: -11.66 eV
Charge: +1
Orbital gap: 7.8 eV

Entry 3:
C4H6INO | ωB97M-V/def2-TZVPD

The geometry in XYZ format:
```
13
Properties=species:S:1:pos:R:3:lowdin_charge:R:1
C 1.35123 0.85303 0.92248 -0.255
C 2.78946 -0.58051 0.41358 -0.772
C 0.51368 0.36481 -1.40331 -0.111
C 0.23227 0.56984 0.06608 -0.233
N 2.37534 -1.72705 0.43160 0.023
O 1.65244 1.61039 1.77977 0.128
I 4.68036 0.15158 -0.28183 0.657
H 1.16870 -0.38721 -1.75705 0.040
H 0.91354 1.28105 -1.89266 0.095
H -0.39590 -0.09573 -1.90700 0.106
H -0.71296 1.19507 0.14927 0.150
H -0.29289 -0.27463 0.46711 0.117
H 2.87688 -2.51092 0.03742 0.053
```

Results
Lowest unoccupied orbital energy: 0.30 eV
Highest occupied orbital energy: -8.36 eV
Charge: 0
ΔE to the lowest compared entry with this formula, charge and spin: 71.89 kcal/mol
Orbital gap: 8.7 eV

Entry 4:
C5H13N2O | ωB97M-V/def2-TZVPD

The geometry in XYZ format:
```
21
Properties=species:S:1:pos:R:3:lowdin_charge:R:1
C -2.02413 -0.93248 0.63148 -0.085
C -1.32719 0.41652 1.02960 -0.033
C 0.08649 -0.06688 1.27466 -0.145
C 1.32799 0.58895 0.38329 -0.036
C 2.01603 -0.43745 -0.51799 -0.538
N 3.12207 0.02298 -1.17885 0.167
O 1.68218 -1.59836 -0.67041 0.063
N -1.27611 0.70201 -1.55986 0.192
H -1.62419 -1.45791 -0.24531 0.097
H -1.71525 -1.58649 1.46247 0.112
H -3.12200 -0.90189 0.52735 0.099
H -1.30232 0.75639 -0.17780 0.069
H 0.36912 -1.10784 0.99589 0.112
H 0.41093 -0.12680 2.29036 0.124
H 1.96685 1.28307 0.90361 0.117
H 0.70440 1.11913 -0.35262 0.082
H 3.11785 1.02097 -1.32854 0.106
H 3.26706 -0.54532 -1.99769 0.119
H -1.75606 1.00648 1.87200 0.168
H -1.68841 1.67226 -1.70129 0.096
H -2.23530 0.17268 -1.64033 0.113
```

Results
Lowest unoccupied orbital energy: -8.39 eV
Highest occupied orbital energy: -13.57 eV
Charge: +1
ΔE to the lowest compared entry with this formula, charge and spin: 158.65 kcal/mol
Orbital gap: 5.2 eV

Among the records above, which one has the lowest lowest unoccupied orbital energy? C5H13N2O